Entry 1:
ORCA calculation (the ωB97M-V functional and the def2-TZVPD basis) on C21H33FeN4PS as an isolated structure.

Geometry as ORCA input:
```
! wB97M-V def2-TZVPD RIJCOSX def2/J DEFGRID3
* xyz 1 2
P -0.72 -1.80 1.13
H 1.64 2.55 -0.26
C 0.25 -1.27 -3.08
H 4.81 0.00 0.54
C -2.23 -2.78 0.87
C 2.62 -0.17 -1.05
H -2.31 -3.09 -0.17
C 0.63 -3.00 0.91
H 3.66 -0.50 -2.88
Fe -0.40 -0.01 -0.23
H -1.44 0.92 -3.61
H 0.08 1.74 -3.27
H 0.56 3.92 -0.08
C 2.68 0.10 0.40
N 1.49 0.26 1.02
N 1.44 -0.26 -1.53
C -2.25 1.00 0.45
H 0.75 -1.61 -5.01
H -3.12 -2.21 1.13
H -1.38 -0.76 3.27
H -1.13 -2.51 3.40
H -1.10 1.85 2.89
H 0.47 -3.89 1.52
H 0.26 -1.44 3.32
H 0.57 0.61 2.81
N 0.00 -1.68 -4.34
S -0.92 -1.68 -1.86
C -3.48 0.23 -1.67
H 4.40 -1.27 -1.47
C -0.85 2.48 2.03
H -2.19 -3.67 1.49
C -0.98 1.71 -3.01
H -4.22 0.29 0.88
H -3.06 -0.14 2.12
C -1.19 1.50 -1.55
C -1.12 1.80 0.73
H -1.48 3.37 2.11
C 3.89 0.36 2.44
N 1.34 -0.59 -2.85
C -2.31 0.82 -0.96
C -0.75 -1.59 2.95
C -3.34 0.64 1.41
H -1.43 2.65 -3.31
H 0.67 -3.29 -0.14
H -3.67 -0.81 -1.38
H -3.35 0.25 -2.75
H 2.62 0.72 4.15
C 2.68 0.54 3.09
H 0.90 3.27 -1.68
H 1.58 -2.55 1.19
H 0.19 2.81 2.13
H 4.56 0.47 -1.69
H -4.37 0.81 -1.42
H -3.63 1.51 1.99
H -0.72 -2.37 -4.50
H 4.82 0.40 2.99
C -0.45 2.10 -0.51
C 0.73 3.00 -0.64
C 1.52 0.48 2.33
C 3.89 0.14 1.08
C 3.88 -0.38 -1.82
*
```

## Properties
Kohn-Sham gap (spin up / spin down)   7.35 / 7.75 eV
⟨S²⟩   0.842
E   -82780.459 eV
ΔE to the lowest compared entry with this formula, charge and spin   0.0 kJ/mol
HOMO level (spin up / spin down)   -0.386 / -0.391 Eh

---

Entry 2:
ORCA calculation (the ωB97M-V functional and the def2-TZVPD basis) on a 6-piece molecular cluster, C21H33N2O15 overall.

Geometry as ORCA input:
```
! wB97M-V def2-TZVPD RIJCOSX def2/J DEFGRID3
* xyz 1 1
H 2.12 -1.65 -0.19
C -1.10 1.59 3.76
C -0.41 1.42 5.91
H -6.98 -3.45 1.32
H -2.01 2.18 3.74
C -0.94 6.97 3.55
C 2.66 -4.30 -4.93
H 3.38 0.74 -1.30
O -1.40 5.97 4.35
H -2.79 1.38 -3.03
H -3.08 -0.28 -2.48
H 4.46 -2.56 -3.30
H 0.21 5.16 5.35
H 3.69 1.95 -2.59
C 3.69 0.89 -2.35
H 0.75 -2.14 -2.80
H 3.15 0.29 -4.32
H 1.78 0.54 -3.24
C 0.13 2.44 3.97
H -1.06 0.97 2.87
H 3.55 -6.24 -3.14
H 1.55 -7.12 -4.20
C -3.92 1.24 -1.17
C 5.04 -0.99 -1.89
H 0.54 -0.72 -0.66
O 1.64 -5.16 -4.89
C 1.40 -1.33 -0.94
O -1.69 0.76 -1.37
H 2.22 -6.90 -5.83
O 3.83 -4.90 -4.68
C 0.00 7.32 5.58
C 2.79 0.16 -3.29
N 5.05 0.33 -2.50
O -1.27 0.49 0.83
O -1.29 7.16 2.43
H -0.63 8.00 6.15
H -1.15 5.65 6.39
H -4.90 0.79 -1.31
O 0.00 7.71 4.20
C 4.03 -1.95 -2.50
C 1.54 -1.64 -2.25
O -4.75 -1.65 -1.25
O -6.52 -1.84 0.12
C 2.18 -6.49 -4.82
C 3.55 -6.24 -4.23
H -7.50 -1.88 1.96
H 0.03 3.44 3.55
H 4.90 -0.94 -0.80
O 0.24 2.50 5.39
H 1.01 7.36 5.98
C -0.57 5.92 5.51
N 2.74 -1.33 -3.04
H 6.03 -1.44 -2.04
O -3.36 0.82 0.08
H -5.22 -1.26 2.55
H -4.02 2.32 -1.16
H -5.06 -3.01 2.74
C -5.21 -1.90 -0.17
O -1.10 0.78 4.95
H 5.66 0.90 -1.91
H 2.59 -1.76 -3.95
O 2.54 -3.12 -5.17
H 4.32 -6.92 -4.59
C -6.71 -2.40 1.43
H 1.04 1.97 3.57
C -2.04 0.68 -0.07
O -4.48 -2.25 0.90
O -0.36 1.10 7.05
C -2.89 0.74 -2.16
C -5.34 -2.22 2.05
H 3.73 -2.64 -1.72
*
```

## Properties
Kohn-Sham gap   9.13 eV
E   -55997.081 eV
ΔE to the lowest compared entry with this formula, charge and spin   99.2 kJ/mol
HOMO level   -0.454 Eh

---

Entry 3:
ORCA calculation (the ωB97M-V functional and the def2-TZVPD basis) on C21H33N3O2S as an isolated structure.

Geometry as ORCA input:
```
! wB97M-V def2-TZVPD RIJCOSX def2/J DEFGRID3
* xyz 0 1
C 1.84 1.42 0.13
C -2.17 -2.60 -0.75
O -5.60 -1.79 -0.13
H -3.84 3.91 0.07
C -3.00 -1.68 1.52
H 4.05 2.37 -0.51
H 2.98 -0.02 1.92
C 7.51 -0.76 -0.51
O -3.48 1.94 -0.79
C 5.40 -0.02 -1.29
H -6.53 2.39 0.40
C -4.59 2.45 1.18
N 3.05 0.73 0.01
H -2.53 2.96 0.77
C -3.50 2.94 0.15
H -1.43 -0.94 -1.15
H -4.90 2.94 1.80
C 0.51 -0.46 0.90
H 4.48 1.87 1.02
H -1.66 -3.64 -0.05
H 0.65 0.41 -1.34
H -5.64 0.59 0.66
C 4.15 1.55 0.19
C -2.02 -0.51 1.51
H 1.78 -2.21 1.44
H 8.69 -1.09 -0.36
C 2.94 -0.45 0.79
H -2.48 -2.32 2.30
H 3.90 -0.98 0.73
H -2.46 -3.23 -1.52
H -2.34 0.14 0.66
C 0.55 0.70 -0.13
H -0.24 1.63 0.00
C -4.90 0.22 -1.95
H 1.79 2.01 1.20
H -5.99 -0.09 -1.72
N -0.74 -1.11 0.80
H 4.91 -0.25 -2.24
C 6.67 -0.83 -1.60
H -3.78 -3.31 0.90
N -3.88 -0.48 -1.23
C 5.49 0.51 -0.20
H -5.40 2.53 -1.76
H -4.51 0.67 -2.90
H -0.14 -2.03 -1.04
C -1.13 -1.67 -0.41
C -4.97 1.61 -0.87
C -3.43 -2.33 0.44
H -1.55 -0.07 2.52
C 1.75 -1.17 0.61
H -3.90 -1.23 2.17
C -5.57 1.70 0.28
H 0.61 -0.10 1.97
H -3.01 -0.34 -1.22
H 1.98 -1.60 -0.46
H -3.96 1.71 1.95
S 6.71 0.45 0.57
H 7.13 -1.50 -2.44
H 1.94 2.40 -0.28
C -4.32 -1.56 -0.39
*
```

## Properties
Kohn-Sham gap   8.72 eV
E   -41692.172 eV
ΔE to the lowest compared entry with this formula, charge and spin   2072.4 kJ/mol
HOMO level   -0.296 Eh